C13H23F5NOPTeTi as an isolated structure. Source: OMol25; level of theory: ωB97M-V/def2-TZVPD.

The HOMO energy (spin up / spin down) comes out at -0.26959 / -0.30869 Ha. The spin multiplicity is 3. The energy above the lowest of the compared OMol25 structures with the same formula, charge and spin comes out at 80.82 kJ/mol.

XYZ file:
```
46
Properties=species:S:1:pos:R:3:forces:R:3
C 0.4956 -2.5647 -2.5924 -0.04 0.30 -0.51
C 0.5932 -1.1924 -2.8467 0.55 0.39 0.68
C 0.6877 -0.2883 -1.7598 -0.64 0.14 -0.24
C 0.4278 -0.6977 -0.4420 0.54 0.19 0.68
C 0.5310 -2.0806 -0.2002 -0.49 -0.49 -0.40
C 0.5133 -3.0141 -1.2732 -0.13 0.18 1.04
C 1.0959 1.1567 -1.9970 -0.70 -0.58 0.89
C -0.0193 2.1427 -2.5587 0.00 1.28 -0.19
N -1.4219 2.2048 -2.1511 0.61 -0.04 0.61
Ti -0.0317 0.7596 1.3188 1.15 0.13 -0.13
C 0.5970 -2.5654 1.2396 -0.44 0.40 -0.35
P -0.5429 -1.6321 2.3747 -0.63 -1.14 -1.10
H 0.6722 -0.7624 -3.8510 0.06 -0.50 0.15
H 0.4374 -4.0879 -1.0085 0.24 0.70 -0.44
H 0.4601 -3.2594 -3.4412 -0.07 0.21 0.49
H 1.5961 -2.4399 1.6693 0.07 -0.02 -0.21
H 0.3221 -3.6094 1.3232 0.09 -0.42 -0.05
H 1.5552 1.6293 -1.1188 -0.59 -0.34 0.21
H 1.9018 1.1641 -2.7066 0.10 0.18 -0.86
H 0.3991 3.1515 -2.3933 -0.35 -0.39 -0.05
C -0.1833 -2.7393 3.7914 0.76 -0.91 0.81
C -2.1389 -2.2720 1.8271 -0.33 -0.25 0.03
H 0.0253 1.9654 -3.6333 -0.47 -0.21 -0.24
C -2.3613 1.1200 -2.4127 0.29 -0.37 -0.10
C -1.9917 3.4639 -1.6348 0.50 0.13 0.29
H 1.0014 -0.0799 2.5595 1.21 0.37 1.27
H -3.0007 1.3983 -3.2952 0.61 -0.43 0.64
H -1.7945 0.1775 -2.5390 -0.23 0.57 -0.43
H -3.0100 0.9305 -1.5433 0.13 0.53 -0.17
H -2.4045 4.0501 -2.4828 0.32 -0.25 0.37
H -2.7992 3.2682 -0.9265 -0.03 -0.33 -0.24
H -1.2496 4.0639 -1.0611 -0.22 -0.52 -0.75
H -2.1274 -3.2740 2.2117 -0.65 -0.77 -0.04
H -2.9794 -1.7093 2.2243 0.05 0.04 0.24
H -2.2600 -2.2933 0.7471 0.29 0.05 -0.13
H -0.3234 -3.7788 3.4415 -0.01 0.38 -0.03
H 0.8730 -2.7187 4.1457 -0.57 0.39 -0.48
H -0.7755 -2.6761 4.7014 -0.32 0.52 -0.13
H 0.6293 0.1955 3.1916 0.85 0.56 -0.79
F 3.3800 4.1422 0.6567 -0.17 0.30 -0.53
Te 2.8474 3.0580 2.1483 0.08 -2.05 0.42
F -1.7790 1.1198 1.7470 -0.83 0.39 -0.35
F 2.5774 1.4632 3.3513 0.39 0.83 0.11
F 3.7437 1.7375 1.1631 0.10 0.17 -0.05
F 4.6240 3.3691 2.8946 -0.73 -0.07 -0.09
O 1.2072 2.0037 1.1413 -0.35 0.75 0.16
```
Forces are in eV/Å.

natural (NBO) atomic charge list, values in e, 8 entries:
1. C -0.23
2. C -0.24
3. C -0.06
4. C -0.42
5. C 0.07
6. C -0.23
7. C -0.42
8. C -0.25

***

An isolated molecule of C4H10N4. Source: OMol25; level of theory: ωB97M-V/def2-TZVPD.

The HOMO energy comes out at -0.29783 Ha. The energy above the lowest of the compared OMol25 structures with the same formula, charge and spin comes out at 267.84 kJ/mol. As for the SMILES: C/N=C/N=C(\C)NN.

XYZ file:
```
18
Properties=species:S:1:pos:R:3:forces:R:3
C -3.3290 0.1074 0.3518 3.10 -3.67 -0.56
C -1.2425 -0.8262 -0.3304 -3.65 -0.85 -1.35
C 0.9843 -0.2526 -0.2138 -1.22 -2.18 -0.57
C 0.8358 1.2584 -0.4948 -1.71 -1.90 0.68
H -3.5181 -0.7797 -0.3280 -0.94 1.34 0.15
H -3.7491 -0.2181 1.3067 0.08 0.72 0.07
H -3.5857 1.0629 -0.0016 -0.81 0.99 -0.35
H -1.9405 -1.4533 -0.9590 0.66 0.11 0.22
H 0.5654 1.7873 0.4653 0.02 -0.48 -1.26
H 1.7368 1.6384 -0.8929 1.00 0.43 -0.40
H 0.0165 1.2295 -1.2716 0.74 0.78 1.12
H 2.1132 -1.7587 0.5005 0.13 0.07 0.16
H 3.3031 0.6000 1.2038 -0.53 -1.10 -0.39
H 4.1786 -0.4334 0.1594 -1.90 0.64 0.20
N -1.8040 0.0319 0.3997 -1.07 1.60 1.50
N 0.0214 -1.1791 -0.4280 4.25 1.87 0.87
N 2.1798 -0.8071 0.1643 -2.26 0.47 -0.33
N 3.2339 -0.0078 0.3687 4.11 1.17 0.24
```
Forces are in eV/Å.

natural (NBO) atomic charge list, values in e, 8 entries:
1. C -0.42
2. C 0.26
3. C 0.53
4. C -0.70
5. H 0.17
6. H 0.20
7. H 0.20
8. H 0.11

***

C24H21ClN4O5PdS as an isolated structure. Source: OMol25; level of theory: ωB97M-V/def2-TZVPD.

The HOMO energy (spin up / spin down) comes out at -0.29930 / -0.29932 Ha. The energy above the lowest of the compared OMol25 structures with the same formula, charge and spin comes out at 442.32 kJ/mol.

XYZ file:
```
57
Properties=species:S:1:pos:R:3:forces:R:3
Pd -0.8869 -0.0900 -0.0142 -0.09 0.01 -1.09
O 0.8088 0.4017 3.7995 0.06 0.01 -0.02
C -0.3659 0.5297 4.4489 -0.10 -0.02 0.09
C -0.3288 0.4095 5.8420 0.04 0.00 -0.07
C -1.4778 0.5335 6.5912 0.03 0.00 0.04
C -2.6978 0.7850 5.9711 -0.04 0.00 0.03
C -2.7427 0.8951 4.5978 0.03 0.03 -0.08
C -1.5933 0.7636 3.8170 0.25 0.34 0.03
C -1.7055 0.8134 2.3049 -0.47 -0.55 0.07
O -0.5693 0.9686 1.6278 0.27 0.39 0.07
N -3.6652 0.5476 1.6618 0.03 -0.20 0.11
N -2.1320 1.2324 -0.9161 -0.09 -0.06 0.44
C -1.8538 2.3385 -1.4144 -0.01 -0.04 -0.12
C -0.5587 2.7840 -1.9287 -0.17 0.37 -0.06
C -0.4301 4.0241 -2.5563 0.07 0.05 -0.04
C 0.7822 4.4277 -3.0780 -0.24 0.08 0.02
C 1.8739 3.5732 -2.9709 0.14 -0.17 0.02
C 1.7611 2.3463 -2.3491 0.22 0.17 -0.05
C 0.5299 1.9243 -1.8289 0.08 -0.25 0.35
O 0.4762 0.7233 -1.2901 0.29 -0.21 -0.10
H 0.6615 0.5989 2.8545 -0.01 0.00 0.00
H 0.6311 0.2258 6.3055 0.01 0.00 0.00
H -1.4250 0.4406 7.6686 0.00 0.00 0.00
H -3.6009 0.8979 6.5553 0.00 0.00 0.00
H -3.6839 1.0948 4.1020 -0.01 0.00 -0.01
H -2.6835 3.0485 -1.5229 -0.03 0.00 -0.10
H -1.2971 4.6698 -2.6235 -0.02 0.00 0.00
H 0.8830 5.3931 -3.5535 -0.01 0.01 0.01
H 2.8334 3.8734 -3.3729 0.01 -0.01 0.00
H 2.6145 1.6886 -2.2540 -0.01 -0.02 0.01
C -4.0900 -2.1452 2.2110 0.00 -0.03 -0.02
O -2.7660 -1.6113 2.0322 0.02 -0.05 -0.07
C -2.7193 -0.2976 1.8738 -0.10 0.23 0.20
O -2.8139 1.6802 1.8634 -0.02 0.06 0.03
H -4.0081 -3.2150 2.0455 0.00 0.01 0.03
H -4.7824 -1.7075 1.4952 -0.01 -0.02 -0.03
H -4.4248 -1.9353 3.2277 0.00 0.03 -0.02
Cl 1.9751 -1.0907 0.8528 0.18 0.06 0.04
C 0.2555 -1.5094 0.9527 -0.26 -0.18 0.14
H -0.0063 -1.5245 2.0066 -0.02 -0.09 0.01
H 0.1142 -2.4891 0.5044 0.05 -0.01 0.03
N 0.8871 -1.8902 -2.1812 -0.12 0.12 -0.02
C -0.4280 -2.1133 -2.2510 -0.10 -0.16 0.07
N -1.3182 -1.4982 -1.5115 -0.10 0.10 -0.07
C -2.6194 -1.9239 -1.8082 -0.08 -0.02 -0.03
C -3.7983 -1.4117 -1.2714 0.13 -0.08 -0.05
C -5.0005 -1.9663 -1.6697 -0.04 0.00 0.01
C -5.0487 -3.0106 -2.5910 -0.11 -0.01 0.00
C -3.8880 -3.5098 -3.1491 0.09 -0.04 -0.06
C -2.6818 -2.9510 -2.7553 0.00 0.13 0.14
S -1.0795 -3.3280 -3.3237 0.07 0.02 0.01
H 1.1623 -0.9897 -1.7940 0.14 -0.05 0.03
H 1.5012 -2.3624 -2.8190 0.04 0.04 0.01
H -3.7655 -0.5757 -0.5904 -0.03 0.03 0.05
H -5.9241 -1.5706 -1.2670 0.01 0.01 0.01
H -6.0029 -3.4254 -2.8867 0.00 0.00 0.00
H -3.9221 -4.3068 -3.8796 0.02 0.00 -0.01
```
Forces are in eV/Å.

natural (NBO) atomic charge list, values in e, 8 entries:
1. Pd 1.21
2. O -0.69
3. C 0.41
4. C -0.29
5. C -0.18
6. C -0.26
7. C -0.16
8. C -0.20

***

C3H6O as an isolated structure. Source: OMol25; level of theory: ωB97M-V/def2-TZVPD.

The HOMO energy comes out at -0.35343 Ha. The energy above the lowest of the compared OMol25 structures with the same formula, charge and spin comes out at 131.35 kJ/mol.

XYZ file:
```
10
Properties=species:S:1:pos:R:3:forces:R:3
C 0.0710 0.7886 0.0716 0.14 0.32 -0.05
C 0.9907 -0.4305 -0.0497 0.42 0.10 0.08
O -0.1154 -1.3151 -0.2844 -0.12 0.12 -0.08
C -1.0432 -0.2467 -0.0113 -0.46 -0.09 0.15
H 0.0933 1.4576 -0.7957 0.04 -0.15 0.22
H 0.1305 1.3831 0.9833 0.09 -0.13 -0.05
H 1.6917 -0.4423 -0.8889 0.03 0.03 0.15
H 1.5065 -0.6703 0.8863 0.07 -0.10 -0.14
H -1.7160 -0.0439 -0.8438 -0.28 -0.37 0.06
H -1.5974 -0.4627 0.9176 0.07 0.26 -0.34
```
Forces are in eV/Å.

natural (NBO) atomic charge list, values in e, 8 entries:
1. C -0.46
2. C -0.05
3. O -0.53
4. C -0.06
5. H 0.21
6. H 0.21
7. H 0.18
8. H 0.17

***

C57H59AsCl3F6IN4O4PSeSiTl as an isolated structure. Source: OMol25; level of theory: ωB97M-V/def2-TZVPD.

The HOMO energy comes out at -0.27242 Ha. The energy above the lowest of the compared OMol25 structures with the same formula, charge and spin comes out at 0.00 kJ/mol.

XYZ file:
```
139
Properties=species:S:1:pos:R:3:forces:R:3
Tl 0.0042 0.1204 -0.3848 0.60 -0.12 -0.30
O -2.6364 1.0598 0.9179 0.00 1.88 4.74
N -1.5556 1.7883 1.3230 -0.70 -0.19 0.09
C -1.8554 2.5865 2.2664 0.18 0.28 0.38
C -0.9241 3.5001 2.9623 0.10 -0.05 -0.16
C -1.5321 4.4850 3.7501 -0.06 0.02 0.00
C -0.7896 5.3966 4.4753 0.02 -0.02 0.02
C 0.5975 5.3325 4.4450 0.04 0.04 0.00
C 1.2165 4.3626 3.6774 -0.09 -0.04 0.02
C 0.4798 3.4469 2.9231 -0.19 -0.08 -0.22
P 1.3753 2.1467 1.9639 0.55 0.12 0.38
C 2.3929 1.5393 3.3940 -0.09 0.01 0.00
C 3.7677 1.6727 3.5639 -0.05 -0.04 0.00
C 4.3847 1.2365 4.7315 0.02 -0.02 0.01
C 3.6338 0.6985 5.7638 0.04 -0.01 -0.01
C 2.2588 0.5738 5.6118 -0.10 -0.04 -0.03
C 1.6493 0.9537 4.4256 0.07 0.13 0.01
C 2.6132 3.1492 1.0426 -0.16 0.01 -0.04
C 2.4692 4.5110 0.7770 0.08 0.00 0.06
C 3.4245 5.1907 0.0320 0.00 0.04 0.01
C 4.5413 4.5258 -0.4521 0.01 -0.01 -0.04
C 4.6843 3.1650 -0.2145 -0.01 -0.02 0.00
C 3.7121 2.4819 0.4996 -0.01 0.01 -0.04
H -2.3964 0.6719 0.0305 -0.74 -0.36 -0.75
H -2.8934 2.6240 2.5996 0.01 -0.05 -0.03
H -2.6149 4.5340 3.7801 0.03 -0.04 0.00
H -1.2895 6.1490 5.0724 0.00 -0.01 -0.02
H 1.1943 6.0315 5.0183 -0.02 -0.02 -0.01
H 2.2978 4.3021 3.6704 0.03 0.00 -0.01
H 4.3731 2.1401 2.8006 0.00 0.01 -0.02
H 5.4569 1.3458 4.8411 -0.02 0.01 -0.01
H 4.1113 0.3917 6.6865 -0.01 0.02 -0.02
H 1.6531 0.2160 6.4339 -0.03 -0.12 -0.02
H 0.5694 0.8726 4.3257 0.04 -0.03 0.04
H 1.6115 5.0524 1.1550 0.01 0.00 0.03
H 3.3017 6.2505 -0.1575 -0.02 -0.03 -0.01
H 5.2910 5.0608 -1.0224 -0.01 0.00 0.04
H 5.5533 2.6311 -0.5800 -0.04 0.00 -0.06
H 3.8183 1.4158 0.6512 0.03 -0.06 0.01
I -2.9326 -0.4841 5.0947 0.03 -0.06 -0.15
C -2.4239 -1.6431 3.4281 -0.05 0.06 0.27
C -3.0828 -2.8269 3.1397 0.03 -0.02 -0.05
C -2.6563 -3.5556 2.0409 0.01 -0.03 0.01
C -1.6049 -3.0645 1.2791 -0.05 0.03 0.06
N -0.9830 -1.9239 1.5603 -0.10 0.02 -0.02
C -1.3848 -1.2267 2.6184 0.15 -0.04 -0.08
H -3.9091 -3.1700 3.7481 0.03 0.01 0.01
H -3.1383 -4.4877 1.7754 0.01 0.03 -0.01
H -1.2492 -3.5987 0.4064 -0.04 0.02 0.00
H -0.8440 -0.3070 2.8195 -0.08 0.01 0.00
Cl 0.4181 -5.8523 -0.0732 -0.01 -0.03 0.02
C 1.9919 -5.0819 -0.4071 -0.06 -0.03 0.14
Cl 3.2777 -6.0736 0.2899 0.03 0.04 -0.02
Cl 2.2128 -4.9720 -2.1434 0.10 0.13 -0.01
C 1.8984 -3.6555 0.2445 -0.41 0.23 -0.53
O 2.3524 -3.7058 1.4684 0.20 0.33 -0.03
O 1.3904 -2.7446 -0.3636 0.56 -0.46 0.59
C 0.7326 -5.0810 3.5538 0.16 0.05 -0.08
Si 1.9979 -3.9074 4.2757 -0.19 -0.10 -0.05
C 1.2687 -3.1580 5.8237 0.13 0.07 -0.08
C 3.6776 -4.7052 4.4643 -0.10 0.03 0.12
Se 2.3335 -2.2238 2.6478 -0.27 -0.30 -0.13
H 0.3326 -5.7365 4.3334 0.05 0.07 0.02
H 1.1685 -5.7038 2.7723 -0.03 0.00 0.03
H -0.0986 -4.5217 3.1180 -0.01 -0.02 0.04
H 1.2830 -3.9007 6.6280 0.00 0.02 -0.07
H 0.2297 -2.8646 5.6497 0.05 -0.02 -0.03
H 1.8136 -2.2829 6.1663 0.09 0.11 0.08
H 3.6330 -5.6018 5.0899 -0.03 0.04 -0.03
H 4.3983 -4.0134 4.9056 -0.03 -0.01 -0.03
H 4.0430 -4.9962 3.4765 -0.02 0.01 0.02
C -0.6921 2.3382 -3.1628 0.05 0.10 0.03
C -1.0098 3.6544 -3.9243 0.05 0.03 0.14
N -0.3486 4.7897 -3.2716 -0.03 0.08 -0.09
C 1.0967 4.5670 -3.2826 -0.11 -0.07 0.05
C 1.4343 3.2468 -2.5412 -0.14 0.08 0.07
N 0.2048 2.6262 -2.0292 -0.09 -0.02 -0.05
C -0.4901 3.5618 -1.1305 -0.08 0.02 -0.12
C -0.8039 4.8820 -1.8830 0.08 -0.06 -0.09
H -0.1999 1.6058 -3.8087 0.00 -0.01 0.00
H -1.5916 1.8821 -2.7504 0.04 0.00 -0.04
H -2.0839 3.8512 -3.9360 0.00 -0.02 -0.03
H -0.6613 3.6141 -4.9585 -0.03 -0.01 -0.01
H 1.5770 5.4249 -2.8062 0.03 0.00 -0.01
H 1.4246 4.5295 -4.3237 0.04 0.02 0.00
H 2.1069 3.4172 -1.6993 0.05 -0.05 -0.02
H 1.9096 2.5346 -3.2140 0.03 -0.01 -0.02
H 0.1426 3.7359 -0.2574 -0.06 0.00 -0.01
H -1.4067 3.0732 -0.7948 0.07 0.04 0.00
H -0.2967 5.7340 -1.4227 -0.03 0.01 0.02
H -1.8751 5.0911 -1.8910 0.00 0.00 0.04
C -3.1215 -0.5262 -3.2379 0.10 0.14 0.12
C -3.4279 -0.1562 -1.7791 -0.59 -0.23 -0.24
O -2.3858 0.4054 -1.1201 0.81 -1.31 -3.91
C -4.6183 0.8441 -1.7897 -0.11 0.28 0.18
F -5.1384 1.0417 -0.5651 0.06 -0.06 -0.29
F -4.1909 2.0440 -2.2366 -0.04 -0.14 0.03
F -5.6341 0.4742 -2.5993 0.18 0.01 0.11
C -3.8867 -1.4483 -1.0556 0.01 -0.16 0.20
F -5.0821 -1.9160 -1.4747 0.23 0.10 0.03
F -2.9877 -2.4403 -1.2762 -0.12 0.14 0.06
F -3.9684 -1.2866 0.2750 -0.01 -0.09 -0.28
H -2.9829 0.3874 -3.8157 -0.01 -0.04 -0.02
H -3.9262 -1.1135 -3.6809 0.05 0.02 -0.02
H -2.1928 -1.0921 -3.2569 0.02 -0.03 -0.04
C 6.1635 1.8932 -5.6556 0.01 0.01 0.00
C 5.5855 0.6778 -6.0022 -0.01 0.01 0.02
C 4.5857 0.1303 -5.2122 -0.05 0.04 -0.05
C 4.1504 0.7853 -4.0612 -0.09 0.19 0.01
C 4.7067 2.0229 -3.7499 -0.10 -0.05 0.02
C 5.7095 2.5753 -4.5377 0.01 -0.01 0.00
As 2.8899 0.0117 -2.7592 0.41 0.07 -0.13
C 1.7036 -0.9024 -4.0246 0.02 -0.03 -0.06
C 1.4256 -0.2814 -5.2444 0.02 -0.02 0.05
C 0.4951 -0.8202 -6.1206 -0.07 -0.04 0.00
C -0.1862 -1.9836 -5.7855 0.05 0.04 -0.01
C 0.0479 -2.5801 -4.5556 -0.05 -0.04 0.02
C 0.9735 -2.0357 -3.6745 0.11 0.03 0.10
C 4.2480 -1.2412 -2.0582 -0.15 -0.06 0.06
C 5.1723 -1.9564 -2.8126 -0.09 -0.14 -0.10
C 6.2117 -2.6407 -2.1996 0.00 -0.05 -0.02
C 6.3557 -2.6104 -0.8194 -0.04 0.03 0.09
C 5.4437 -1.8998 -0.0521 0.02 -0.04 -0.01
C 4.4038 -1.2223 -0.6743 -0.24 -0.09 -0.01
H 6.9625 2.3054 -6.2596 -0.06 0.02 -0.02
H 5.9121 0.1573 -6.8940 0.01 -0.01 0.02
H 4.1284 -0.8064 -5.5074 0.02 -0.01 0.00
H 4.3429 2.5582 -2.8815 0.06 0.05 0.04
H 6.1302 3.5400 -4.2799 0.01 -0.03 0.01
H 1.9391 0.6329 -5.5138 0.03 0.00 -0.05
H 0.3012 -0.3300 -7.0672 0.01 0.00 0.02
H -0.9005 -2.4154 -6.4752 -0.01 0.02 0.02
H -0.4994 -3.4725 -4.2742 0.02 0.02 0.02
H 1.1227 -2.4942 -2.7070 0.04 -0.05 0.03
H 5.0916 -1.9845 -3.8906 0.01 -0.01 0.01
H 6.9165 -3.1984 -2.8042 -0.01 0.02 0.00
H 7.1750 -3.1352 -0.3440 -0.01 -0.01 -0.01
H 5.5361 -1.8672 1.0272 -0.01 -0.02 -0.01
H 3.6779 -0.6869 -0.0737 -0.01 0.05 0.08
```
Forces are in eV/Å.

Mulliken atomic charge list, values in e, 8 entries:
1. Tl 2.19
2. O -0.82
3. N 0.67
4. C -1.40
5. C 0.34
6. C -0.75
7. C -0.73
8. C -0.91

***

C4H2 as an isolated structure. Source: OMol25; level of theory: ωB97M-V/def2-TZVPD.

The HOMO energy comes out at -0.33195 Ha. The energy above the lowest of the compared OMol25 structures with the same formula, charge and spin comes out at 341.97 kJ/mol.

XYZ file:
```
6
Properties=species:S:1:pos:R:3:forces:R:3
C 1.6112 1.0029 -0.0600 -0.03 -0.83 -0.33
C 1.6911 -0.2261 0.7319 0.49 -0.21 2.61
C 0.6010 0.1371 -0.5538 -1.64 2.14 -0.56
C 0.2667 -0.0158 0.8215 0.76 0.31 -2.34
H 0.3823 -0.0447 -1.6165 -0.31 -0.64 0.95
H -0.5732 0.2963 1.4659 0.73 -0.75 -0.33
```
Forces are in eV/Å.

Listed below, in e, are the natural (NBO) charges computed for each atom:
1. C 0.00
2. C -0.14
3. C -0.25
4. C -0.12
5. H 0.25
6. H 0.26